(1)
DFT (ωB97M-V/def2-TZVPD) results for a gas-phase ion, C8H14IN2 (charge +1).

Energy above the lowest of the compared OMol25 structures with the same formula, charge and spin in kJ/mol: 284.3
Orbital gap in eV: 8.840
Charge: +1
Spin multiplicity: 1

```
25
Properties=species:S:1:pos:R:3:forces:R:3:lowdin_charge:R:1
H 1.763 -1.867 -0.190 0.1539 -0.3321 0.0105 0.06
N 1.333 -0.953 -0.159 0.6201 -0.1868 0.0086 0.10
C 2.174 -0.025 -0.068 -0.1102 0.2938 -0.2466 -0.75
I 4.302 -0.348 0.038 -0.6506 0.2279 0.0236 0.84
C 1.662 1.387 -0.012 -1.8902 0.8529 -0.2723 -0.39
C 1.423 1.823 1.418 -0.9614 1.3911 -0.7151 -0.05
C 0.389 1.703 -0.855 2.6935 1.4721 -0.4145 -0.01
C -0.685 0.980 -1.099 1.7567 0.7666 1.7419 -0.09
C -1.101 -0.282 -0.532 -1.4888 -1.6253 -0.5946 -0.29
C -1.255 -1.322 -1.598 0.4830 -1.1810 -0.9784 -0.05
C -1.593 -0.392 0.714 0.6580 -1.1688 -2.9607 -0.03
N -2.147 -1.719 1.131 1.4366 -0.1965 3.7095 0.20
H 2.311 2.155 -0.286 1.9173 0.4235 -1.2958 0.09
H 0.637 1.217 1.753 -1.4302 -0.1996 1.1796 0.05
H 1.394 2.923 1.630 -0.9567 -0.8709 -0.7830 0.13
H 2.244 1.606 1.962 2.8943 -1.2698 1.9378 0.04
H 0.575 2.727 -1.401 -0.9227 -2.1280 0.9958 0.16
H -1.307 1.465 -1.751 -2.0880 0.5857 -1.7406 0.10
H -0.774 -2.281 -1.524 1.4285 -0.2022 0.8885 0.08
H -1.023 -1.071 -2.628 0.4766 0.9139 0.1786 0.10
H -2.182 -1.782 -1.774 -2.4891 0.2197 0.3968 0.07
H -1.397 0.485 1.252 -0.6199 0.3214 2.1879 0.11
H -2.780 -1.681 1.964 -0.3422 0.4838 -1.3281 0.19
H -2.473 -2.338 0.422 -1.1425 0.1988 -1.3568 0.14
H -1.489 -2.410 1.589 0.5740 1.2095 -0.5724 0.19
```
Forces are in eV/Å.

=====

(2)
DFT (ωB97M-V/def2-TZVPD) results for a molecular structure, C29H18Br2N2O2PSr.

Energy above the lowest of the compared OMol25 structures with the same formula, charge and spin in kJ/mol: 61.2
Orbital gap in eV: 6.684
Charge: -1
Spin multiplicity: 1

```
55
Properties=species:S:1:pos:R:3:forces:R:3:lowdin_charge:R:1
Sr 1.311 -1.610 -0.682 1.0013 -1.0872 0.1987 1.30
O -0.527 -3.590 -0.383 -0.3033 0.0762 0.0052 -0.14
C -0.945 -2.593 0.218 0.4445 0.3703 -0.3238 -0.42
C -2.377 -2.425 0.603 0.0368 -0.0663 0.0383 -0.26
C -3.289 -3.416 0.943 -0.0193 -0.0116 0.0078 -0.03
C -4.578 -3.063 1.312 0.0206 0.0258 -0.0142 -0.09
C -4.951 -1.722 1.320 0.0255 -0.0177 -0.0048 -0.09
C -4.044 -0.730 0.967 -0.0375 0.0294 -0.0094 -0.08
C -2.739 -1.076 0.625 0.0263 0.1188 0.0242 -0.32
P -1.368 0.114 0.253 -0.3281 0.0079 0.4801 1.06
C -1.111 -0.048 -1.549 -0.2695 -0.0265 -0.3595 -0.47
C -0.035 0.637 -2.114 0.1542 0.0280 -0.0766 -0.17
C 0.253 0.528 -3.470 0.0643 -0.0186 0.0159 -0.07
C -0.547 -0.255 -4.288 -0.0917 -0.0686 0.0475 -0.08
C -1.629 -0.940 -3.740 0.1041 0.0658 0.0010 -0.07
C -1.905 -0.840 -2.385 0.0500 0.0007 0.0144 -0.08
C -2.342 1.695 0.258 0.0463 -0.0418 -0.0190 -0.38
C -2.328 2.433 1.441 -0.0018 -0.0308 -0.0310 -0.11
C -3.039 3.619 1.553 -0.0122 0.0035 -0.0197 -0.09
C -3.763 4.096 0.469 0.0051 0.0000 0.0227 -0.10
C -3.775 3.379 -0.719 0.0128 -0.0257 -0.0070 -0.09
C -3.071 2.186 -0.822 -0.0310 0.0399 -0.0124 -0.09
H -2.972 -4.452 0.909 -0.0080 0.0005 0.0045 0.11
H -5.296 -3.826 1.587 -0.0088 0.0078 0.0015 0.10
H -5.958 -1.443 1.606 -0.0040 -0.0095 0.0005 0.10
H -4.357 0.307 0.977 0.0121 0.0002 -0.0031 0.10
H 0.637 1.216 -1.485 -0.1044 0.0767 -0.0094 0.11
H 1.127 1.027 -3.870 -0.0068 0.0190 0.0143 0.11
H -0.318 -0.353 -5.341 0.0011 0.0049 0.0003 0.10
H -2.246 -1.571 -4.367 -0.0011 0.0058 -0.0087 0.10
H -2.728 -1.406 -1.966 -0.0165 0.0222 0.0240 0.11
H -1.746 2.067 2.281 -0.0036 0.0179 0.0113 0.10
H -3.018 4.177 2.481 0.0022 -0.0025 0.0016 0.10
H -4.311 5.027 0.547 0.0003 0.0007 0.0052 0.10
H -4.334 3.750 -1.570 0.0005 -0.0022 -0.0011 0.10
H -3.091 1.635 -1.755 -0.0001 0.0038 0.0041 0.10
Br 5.563 1.102 -2.961 0.0080 0.0033 0.0301 0.72
C 5.297 0.806 -1.106 0.0388 -0.0551 0.0105 -0.61
C 6.292 1.212 -0.214 -0.0133 -0.0068 -0.0044 -0.19
C 6.137 1.029 1.131 0.0375 0.0195 0.0148 -0.64
Br 7.529 1.602 2.301 -0.0262 -0.0116 -0.0191 0.71
C 4.962 0.435 1.645 -0.0308 -0.0175 0.0104 -0.19
C 4.709 0.216 3.017 0.0233 0.0068 0.0220 -0.04
C 3.532 -0.347 3.416 -0.0190 -0.0133 0.0250 -0.05
C 2.583 -0.693 2.441 0.0497 0.0190 -0.0343 -0.14
N 2.788 -0.508 1.161 -0.0134 0.0778 0.0309 0.01
C 3.958 0.032 0.733 -0.0147 -0.0083 0.0640 -0.14
C 4.107 0.181 -0.710 0.1307 0.2795 -0.0289 -0.46
O 3.201 -0.191 -1.516 -0.5892 -0.1518 0.0236 -0.25
H 7.191 1.676 -0.597 -0.0066 -0.0026 -0.0164 0.09
H 5.460 0.495 3.744 0.0082 0.0043 -0.0138 0.07
H 3.327 -0.532 4.461 -0.0097 -0.0035 -0.0058 0.10
H 1.637 -1.143 2.723 0.0007 0.0056 0.0149 0.11
N 3.972 -4.309 0.470 -0.0344 0.0180 -0.0181 -0.18
C 3.171 -3.598 0.015 -0.2996 0.3202 -0.1289 -0.45
```
Forces are in eV/Å.

=====

(3)
DFT (ωB97M-V/def2-TZVPD) results for C2H6N2O in the gas phase.

Energy above the lowest of the compared OMol25 structures with the same formula, charge and spin in kJ/mol: 426.3
Orbital gap in eV: 9.356
Charge: 0
Spin multiplicity: 1

```
11
Properties=species:S:1:pos:R:3:forces:R:3:lowdin_charge:R:1
N -1.245 -0.855 -0.588 -0.2509 -0.0661 -0.5328 -0.02
C -0.765 0.108 0.404 1.7728 -1.4445 0.2611 -0.27
C 0.275 1.003 -0.090 0.6319 -0.1128 -0.1944 -0.09
N 1.433 0.407 -0.295 -0.9024 0.2171 1.8796 -0.12
O 1.533 -0.831 0.114 0.7802 -0.0267 -1.4042 -0.18
H -1.856 -1.526 -0.134 0.0821 0.0626 0.0066 0.06
H -0.438 -1.378 -0.923 -0.1764 0.0074 0.0576 0.06
H 0.121 -0.619 0.985 -2.0892 1.6651 0.2823 0.17
H -1.608 0.655 0.824 0.2799 -0.2636 0.4355 0.11
H 0.261 2.075 0.031 0.0409 0.1497 -0.5467 0.12
H 2.291 0.961 -0.329 -0.1689 -0.1882 -0.2447 0.16
```
Forces are in eV/Å.

=====

(4)
DFT (ωB97M-V/def2-TZVPD) results for 4 unconnected molecules or ions with the total composition C2H13NO3.

Energy above the lowest of the compared OMol25 structures with the same formula, charge and spin in kJ/mol: 90.1
Orbital gap in eV: 10.230
Charge: 0
Spin multiplicity: 1

```
19
Properties=species:S:1:pos:R:3:forces:R:3:lowdin_charge:R:1
C 0.008 -3.066 0.464 -0.0165 0.0895 -0.2791 -0.11
C 0.546 -1.649 0.672 -0.4903 0.1841 -0.0775 -0.32
N 0.652 -0.953 -0.638 0.6800 -0.1870 -0.1614 -0.02
H 0.518 -3.460 -0.418 -0.0635 -0.2588 0.0111 0.06
H 0.174 -3.783 1.267 0.1521 0.3016 0.2397 0.07
H -1.064 -3.076 0.260 0.0126 0.1250 -0.1097 0.07
H -0.136 -1.027 1.254 -0.0685 -0.2991 0.2591 0.09
H 1.480 -1.667 1.235 0.1795 -0.0208 -0.2687 0.10
H 1.569 -0.521 -0.717 -0.0907 0.1854 0.2570 0.05
H 0.701 -1.636 -1.390 -0.3010 -0.1030 0.1107 0.05
O 2.275 1.481 0.677 0.3151 -0.4005 -0.0077 -0.08
H 2.790 2.198 0.301 -0.0375 0.0511 -0.0376 0.03
H 1.561 1.327 0.044 -0.1903 0.4608 0.2147 -0.02
O -2.999 1.134 -0.668 0.2224 0.1961 0.1014 -0.05
H -2.501 1.001 -1.480 -0.1263 -0.0703 -0.1313 0.04
H -3.766 0.563 -0.731 -0.0794 -0.1516 -0.0453 0.04
O -0.237 2.398 -0.288 0.1162 -0.0394 -0.3793 -0.06
H -0.558 2.993 0.396 -0.1040 -0.1399 0.0464 0.05
H -0.834 1.642 -0.303 -0.1100 0.0766 0.2574 0.00
```
Forces are in eV/Å.